A molecular structure, C32H33ClF2HfN2O2SbSe4Te, computed with ωB97M-V with the def2-TZVPD basis set.

Element x y z (Å)
H1 2.56480 -0.39312 -2.08240
C1 0.62209 1.31406 -2.72723
Se1 -2.27888 1.96239 -0.38240
C2 4.11438 4.19219 -1.46553
Te1 -2.15219 4.43194 -0.06662
H2 4.99454 3.96964 1.19213
C3 -2.45273 -3.10152 1.67173
C4 0.62263 -0.32033 4.86743
H3 -0.27677 1.67039 -4.57351
C5 -1.03804 -1.39866 -1.68341
C6 -2.36221 -1.85958 -2.23781
N1 0.61071 1.32129 -1.58667
C7 -1.08498 1.35895 4.80152
C8 -4.75924 -2.74546 -3.27752
H4 0.02181 0.82568 6.56647
Hf1 0.09785 0.63136 0.51981
H5 4.49126 4.28580 -4.86439
C9 3.42394 1.99675 -0.73462
Se2 -1.15573 4.34049 2.18670
C10 -4.63963 -1.42448 -2.88435
H6 -4.79190 -2.57975 3.82253
C11 -3.70563 -3.63615 -3.16053
H7 2.58857 -4.62781 2.81712
H8 -2.48481 -3.35487 0.61059
C12 -3.43704 -0.98637 -2.34654
H9 -3.35120 -1.85013 4.56995
H10 4.00279 2.09752 -4.08559
H11 -1.65430 -3.85136 -2.56893
H12 1.48659 1.94880 -4.50482
H13 -5.92393 -0.98320 0.91314
H14 1.35936 -0.90178 5.39770
C13 3.78324 3.31676 -0.43227
C14 3.46588 0.09411 -2.44926
Sb1 -3.39681 -1.19139 1.93138
H15 -3.82912 -4.66547 -3.46744
C15 -0.13141 0.64212 5.50992
C16 3.92872 3.84736 0.97010
C17 0.66985 1.30690 -4.17666
F1 2.63420 -4.45351 0.22955
H16 -2.98336 -3.86489 2.24380
C18 -1.19637 1.12113 3.45044
H17 0.83815 0.27930 -4.49770
H18 3.81763 5.60910 -3.91413
H19 3.45275 4.82379 1.06523
C19 1.58676 -2.35784 0.47568
O1 -1.13112 -0.77041 -0.55586
H20 -5.57846 -2.68730 1.29994
C20 -2.49989 -3.17985 -2.65022
N2 -0.44603 0.21493 2.81228
C21 1.05987 -1.36641 1.30854
H21 -1.70808 2.10954 5.26673
H22 1.58897 -2.25168 -0.60198
H23 -1.40778 -3.06668 1.98366
H24 -1.89349 1.67251 2.83322
C22 4.51346 4.76756 -3.88576
F2 1.65210 -2.96146 4.54404
C23 2.17255 -3.72210 2.40180
C24 0.42359 -0.53995 3.50597
C25 -4.18145 -1.67627 3.88203
C26 4.15996 3.79600 -2.79183
H25 -5.48032 -0.75034 -2.97589
Cl1 -6.28015 -3.30792 -3.93356
C27 3.91002 2.45765 -3.06433
H26 -3.33647 0.03335 -1.99282
C28 3.57043 1.55122 -2.06260
H27 -4.78398 -0.85541 4.27347
H28 4.35891 5.21848 -1.20408
Se3 2.87094 0.70514 0.58412
H29 -4.91963 -1.94724 -0.17678
C29 2.12191 -3.49367 1.03694
C30 1.64399 -2.73767 3.20282
H30 3.52203 -0.00844 -3.53553
C31 -5.17072 -1.77045 0.86993
C32 1.08980 -1.56977 2.69161
H31 5.51440 5.18205 -3.74406
H32 4.28945 -0.47758 -2.01263
H33 3.51057 3.18571 1.72151
O2 -0.01318 -1.61349 -2.31640
Se4 0.76557 3.01986 1.64305

Output
net charge	-1
LUMO level	2.127	eV
gap between HOMO and LUMO	6.34	eV

***

2 unconnected molecules or ions with the total composition C3H13N2OS in a non-equilibrium geometry, computed with ωB97M-V with the def2-TZVPD basis set.

Element x y z (Å)
N1 1.14969 -0.20689 -0.39771
H1 1.88602 -0.59309 -0.98467
C1 -0.20215 -0.77861 -0.80034
H2 2.17526 1.49671 1.78743
H3 0.03343 -1.63258 -1.42947
H4 -1.24795 1.13616 -1.07495
H5 -0.28941 1.62418 -2.98784
H6 -1.81259 -1.80082 0.23251
C2 -0.93921 0.25812 -1.63131
N2 -0.02812 0.68451 -2.69696
O1 2.50010 0.57576 1.71092
S1 -1.20760 0.07174 1.68516
H7 -0.14072 0.16362 -3.55717
C3 -0.90327 -1.26443 0.48329
H8 -1.87194 -0.19605 -1.96763
H9 1.32430 -0.42544 0.59696
H10 -2.11387 0.73735 0.95799
H11 -0.22788 -1.96402 0.97498
H12 1.23858 0.81087 -0.46350
H13 3.27754 0.74251 2.27882

Output
net charge	+1
LUMO level	-2.954	eV
gap between HOMO and LUMO	10.29	eV

***

C4H11PS in the gas phase in a non-equilibrium geometry, computed with ωB97M-V with the def2-TZVPD basis set.

Element x y z (Å)
H1 2.54041 0.37377 1.14825
H2 -1.04213 -1.80195 1.14362
H3 0.28316 -1.21725 1.89101
P1 -0.43589 0.04389 -0.03985
C1 -0.63431 1.45809 1.00939
H4 1.36283 1.52101 -1.25015
H5 -1.34988 2.10566 0.41656
H6 1.03364 -0.19105 -1.90191
C2 1.22106 0.40230 -0.94402
H7 0.28777 1.90778 1.23718
H8 -1.09662 1.03521 1.98422
S1 2.74725 -0.27968 -0.10707
C3 -0.11435 -1.39249 0.88173
H9 0.50891 -2.04883 0.30647
C4 -1.94214 -0.09213 -0.84399
H10 -2.27862 0.94559 -1.03304
H11 -2.10898 -0.73812 -1.60497

Output
LUMO level	0.574	eV
SMILES	C=P(C)(C)CS
gap between HOMO and LUMO	7.82	eV

***

A molecular structure, C17H33BN6NiSi2 in a non-equilibrium geometry, computed with ωB97M-V with the def2-TZVPD basis set.

Element x y z (Å)
C1 -1.79565 -0.16037 -4.27043
H1 -0.54642 1.01811 4.64871
H2 -3.88730 -0.82927 -4.02132
C2 0.29698 3.19436 -1.10134
H3 -1.58749 -0.72875 1.50304
N1 0.65256 1.93012 -2.83390
H4 0.04228 3.47753 -0.09017
H5 2.49072 0.19578 2.43694
Ni1 -0.33588 -0.62324 -0.58464
H6 1.74857 0.13957 4.05265
C3 2.64323 -1.02047 -3.45116
C4 -1.32375 -2.61654 -0.27284
H7 -1.48161 -2.45617 3.44034
C5 2.01733 -0.46341 3.17548
N2 0.31072 1.91126 -1.49139
H8 -0.74061 -1.35645 4.62428
H9 -3.07164 1.63155 1.21835
H10 0.89677 -3.27946 0.74434
H11 1.34645 2.39841 1.30184
C6 -2.17234 2.25977 1.23958
C7 -1.35162 1.26671 3.94431
C8 -0.52502 -2.09206 3.84031
H12 -0.96255 -3.63772 -0.09736
H13 1.21858 -3.79504 2.39741
H14 -0.01073 -2.94724 4.30290
N3 1.31989 -0.91851 -1.64938
H15 -3.19353 -0.87676 -1.37730
C9 2.35564 -1.75609 -1.36796
H16 -1.74291 2.25310 4.23891
N4 -0.81141 0.02846 -3.37495
H17 -2.42065 3.19353 1.76579
H18 0.85561 0.74335 -4.76763
H19 -1.91422 2.50900 0.20393
H20 -1.59524 0.00876 -5.32522
H21 -2.06556 -2.66005 -1.07651
Si1 0.56570 -1.41669 2.44975
C10 -2.59317 -0.60783 -2.23203
N5 -1.26578 -0.30695 -2.09438
H22 4.04652 -2.49783 -2.60262
H23 1.38088 2.24238 3.07028
C11 0.73853 2.46952 2.21089
B1 0.61019 0.58531 -3.60743
H24 2.94387 -0.79137 -4.46139
C12 0.85986 3.19997 -3.25457
H25 0.41129 3.51493 2.31394
C13 -2.93738 -0.57396 -3.58534
H26 1.14262 3.39360 -4.27801
H27 -1.81991 -2.30612 0.64767
C14 1.33565 -2.95880 1.69296
H28 0.70590 5.11897 -2.14110
Si2 -0.78123 1.37321 2.13427
C15 3.18065 -1.87211 -2.49298
N6 1.54898 -0.43251 -2.93343
H29 2.46847 -2.21697 -0.39699
H30 -0.31091 -2.10361 -0.64592
C16 0.63868 4.04752 -2.17159
H31 2.41180 -2.80993 1.53340
H32 -2.16188 0.53999 4.08717
C17 -0.55323 -0.33874 1.33152
H33 2.77473 -1.19378 3.50029

Output
LUMO level (spin up / spin down)	0.609 / 0.088	eV
multiplicity	3
gap between HOMO and LUMO (spin up / spin down)	8.79 / 8.52	eV
⟨S²⟩	2.007

***

2 unconnected molecules or ions with the total composition C19H24BBrF4N in a non-equilibrium geometry, computed with ωB97M-V with the def2-TZVPD basis set.

Element x y z (Å)
H1 -1.77270 -3.66815 1.33433
H2 0.02216 -0.42947 -2.60717
H3 -2.76156 -2.41806 0.50018
C1 -1.83697 -0.46336 2.14702
H4 -4.05554 0.93845 -3.00789
C2 3.14259 2.40404 -1.25035
H5 0.62537 0.70194 2.49688
C3 -0.42927 1.46698 -1.62400
C4 4.40701 2.23216 -1.79664
F1 -2.35921 -1.04400 -3.44873
H6 0.77807 0.74850 -0.07258
C5 -0.29971 -2.22684 3.00483
H7 -1.45435 1.44915 1.18343
H8 1.81949 -0.59013 -2.29455
C6 -3.03572 1.10344 -2.65828
C7 2.18629 1.39158 -1.44246
H9 0.81102 2.51090 -0.23454
C8 -1.38058 2.50351 -1.52852
C9 0.83232 1.55131 -0.79989
H10 -1.71901 -3.50124 -0.42654
C10 -2.02935 0.16772 -2.86246
H11 -1.13339 3.42689 -1.00072
Br1 2.41719 -1.10194 1.51331
H12 -3.15734 0.96676 1.27131
C11 -0.07644 -1.50830 4.32223
F2 5.35843 3.19619 -1.54757
C12 2.51724 0.23962 -2.16035
C13 -0.72385 0.33881 -2.40351
H13 0.15047 -2.29622 5.05347
H14 -1.19430 -2.86363 3.02532
H15 -2.11369 0.22023 0.06895
C14 -2.13282 0.58783 1.10545
F3 -3.63282 3.23718 -1.76448
H16 5.78840 0.99263 -2.93939
H17 2.88823 3.29705 -0.67661
C15 -2.66206 2.28963 -2.01555
H18 -0.97273 -0.97483 4.68488
C16 -1.78909 -2.93405 0.51467
H19 0.59411 -2.81042 2.70121
C17 4.78326 1.10621 -2.52249
H20 0.78187 -0.81495 4.32547
H21 0.33889 -2.52066 0.44952
H22 -2.61531 -1.23518 2.17608
B1 0.71719 -0.36669 2.00455
C18 3.79649 0.14260 -2.70853
C19 -0.60714 -1.97466 0.55715
H23 -1.73126 -0.00901 3.13551
F4 4.12033 -0.99879 -3.40738
H24 -0.66486 -1.23781 -0.25405
N1 -0.53535 -1.22293 1.87944

Output
net charge	+1
LUMO level	-4.072	eV
gap between HOMO and LUMO	7.94	eV

***

2 unconnected molecules or ions with the total composition C6H7NO6 in a non-equilibrium geometry, computed with ωB97M-V with the def2-TZVPD basis set.

Element x y z (Å)
O1 -2.56053 2.94105 5.89361
H1 -2.18981 2.48568 3.67594
H2 1.61916 2.52641 6.06009
O2 -0.62030 3.96519 3.24250
O3 -2.29787 1.40216 -0.21261
C1 -1.48787 3.26626 6.42738
C2 -2.46178 1.65904 1.05924
O4 0.86590 3.12393 6.25923
C3 -2.00655 2.88465 1.55662
O5 0.08398 2.02281 3.70084
C4 -3.03731 0.64166 1.95989
H3 -0.34082 1.42330 6.15858
C5 -1.70499 2.99507 2.86068
O6 -3.62066 0.84016 3.03050
H4 -1.69819 3.68386 0.87775
C6 -0.28840 2.50155 6.29610
H5 -2.50636 0.47378 -0.42054
H6 -2.97146 -0.38908 1.54089
N1 0.39006 3.20650 3.60957
H7 -1.33728 4.21446 6.98298

Output
LUMO level (spin up / spin down)	-0.680 / -0.461	eV
gap between HOMO and LUMO (spin up / spin down)	7.43 / 7.19	eV

***

2 unconnected molecules or ions with the total composition C3H6NO5P in a non-equilibrium geometry, computed with ωB97M-V with the def2-TZVPD basis set.

Element x y z (Å)
C1 -0.66297 0.06897 -0.17469
P1 -0.63719 1.73443 -0.79413
O1 -2.17414 0.65063 1.44413
H1 2.35947 -1.85199 -0.06739
H2 1.49812 -0.57093 1.09977
C2 0.30312 -1.03315 -0.55712
O2 -1.33040 2.88443 -0.19526
O3 -1.69380 0.42073 -1.15372
O4 0.40570 1.98440 -1.85305
H3 2.20691 -0.18879 -0.34235
H4 0.32274 1.23266 1.72237
H5 0.17120 -1.02492 -1.66781
H6 -0.17305 -2.14133 -0.40007
N1 -1.25696 -0.09651 1.08825
O5 -1.00246 -1.13662 1.71919
C3 1.66371 -0.93201 0.13187

Output
net charge	-2
LUMO level (spin up / spin down)	6.625 / 6.625	eV
gap between HOMO and LUMO (spin up / spin down)	4.75 / 4.75	eV